1.
# C4H5NO3

An isolated molecule of C4H5NO3 in a non-equilibrium geometry (ωB97M-V/def2-TZVPD, the Open Molecules 2025 dataset).

XYZ file:
```
13
C4H5NO3 | the Open Molecules 2025 dataset | ωB97M-V/def2-TZVPD
C 2.280 -0.742 -0.002
O 1.161 -0.049 0.616
N 0.195 0.104 -0.334
C -0.662 1.247 -0.114
C -1.895 0.933 0.154
C -2.002 -0.525 0.056
O -2.961 -1.251 0.185
O -0.757 -1.016 -0.232
H 3.101 -0.591 0.677
H 2.417 -0.239 -0.954
H 1.987 -1.783 -0.161
H -0.230 2.230 -0.267
H -2.633 1.683 0.376
```

## Properties
ΔE to the lowest compared entry with this formula, charge and spin = 93.81 kcal/mol
E_HOMO = -9.79 eV
charge = 0
structure (SMILES) = COn1ccc(=O)o1
maximum force = 2.43 eV/Å

***

2.
# C4H5NO3

An isolated molecule of C4H5NO3 in a non-equilibrium geometry (ωB97M-V/def2-TZVPD, the Open Molecules 2025 dataset).

XYZ file:
```
13
C4H5NO3 | the Open Molecules 2025 dataset | ωB97M-V/def2-TZVPD
O 0.028 1.829 1.883
C -0.821 1.043 1.399
N -0.448 -0.227 0.867
C 0.996 -0.368 0.565
C 0.936 -0.357 -0.974
O 1.754 -0.359 -1.890
C -0.559 -0.482 -1.384
O -1.359 -0.531 -0.132
H -1.897 1.150 1.588
H 1.461 -1.322 0.946
H 1.644 0.525 0.940
H -1.057 0.485 -1.859
H -0.678 -1.387 -1.949
```

## Properties
ΔE to the lowest compared entry with this formula, charge and spin = 83.42 kcal/mol
E_HOMO = -9.57 eV
charge = 0
structure (SMILES) = O=CN1CC(=O)CO1
maximum force = 4.12 eV/Å

***

3.
# C4H5NO3

An isolated molecule of C4H5NO3 in a non-equilibrium geometry (ωB97M-V/def2-TZVPD, the Open Molecules 2025 dataset).

XYZ file:
```
13
C4H5NO3 | the Open Molecules 2025 dataset | ωB97M-V/def2-TZVPD
N -0.003 -2.144 -0.887
C 0.372 -0.870 -0.505
C 1.333 0.024 -0.828
O 1.241 1.218 -0.159
C 0.135 1.253 0.610
O -0.106 2.362 1.401
C -0.643 0.164 0.619
O -1.940 -0.036 1.043
H 0.231 -2.343 -1.847
H -0.770 -2.329 -0.418
H 2.002 -0.026 -1.694
H 0.069 3.130 0.704
H -1.920 -0.404 1.962
```

## Properties
ΔE to the lowest compared entry with this formula, charge and spin = 88.59 kcal/mol
E_HOMO = -8.07 eV
charge = 0
structure (SMILES) = Nc1coc(O)c1O
maximum force = 6.33 eV/Å

***

4.
# C4H5NO3

An isolated molecule of C4H5NO3 in a non-equilibrium geometry (ωB97M-V/def2-TZVPD, the Open Molecules 2025 dataset).

XYZ file:
```
13
C4H5NO3 | the Open Molecules 2025 dataset | ωB97M-V/def2-TZVPD
O 1.988 -1.431 0.156
C 0.915 -0.890 0.060
O -0.351 -1.535 0.056
C -1.343 -0.740 0.407
C -0.960 0.835 0.408
C 0.559 0.520 -0.013
N 1.300 1.335 -0.696
O 2.422 0.940 -1.341
H -1.569 -0.999 1.451
H -2.484 -0.748 -0.273
H -1.173 1.332 1.365
H -1.508 1.347 -0.237
H 2.204 0.035 -1.343
```

## Properties
ΔE to the lowest compared entry with this formula, charge and spin = 106.42 kcal/mol
E_HOMO = -10.16 eV
charge = 0
structure (SMILES) = O=C1OCC/C1=N/O
maximum force = 7.57 eV/Å

***

5.
# C4H5NO5

An isolated molecule of C4H5NO5 in a non-equilibrium geometry (ωB97M-V/def2-TZVPD, the Open Molecules 2025 dataset).

XYZ file:
```
15
C4H5NO5 | the Open Molecules 2025 dataset | ωB97M-V/def2-TZVPD
O -1.538 1.826 2.023
C -1.008 1.505 0.890
O -0.304 2.510 0.192
C -1.527 0.370 0.105
N -0.365 -0.105 -0.704
C 0.746 -0.864 -0.701
O 1.231 -1.359 -1.662
C 1.230 -1.326 0.701
O 0.743 -0.841 1.648
O 2.405 -1.884 0.346
H 0.333 2.346 -0.741
H -1.835 -0.368 0.890
H -2.242 0.417 -0.675
H -0.605 -0.545 -1.675
H 2.737 -1.683 -0.637
```

## Properties
ΔE to the lowest compared entry with this formula, charge and spin = 73.51 kcal/mol
E_HOMO = -10.44 eV
charge = 0
structure (SMILES) = O=C(O)CNC(=O)C(=O)O
maximum force = 7.08 eV/Å

***

6.
# C4H5NOS

A cluster of 2 separate species, C4H5NOS in total in a non-equilibrium geometry (ωB97M-V/def2-TZVPD, the Open Molecules 2025 dataset).

XYZ file:
```
12
C4H5NOS | the Open Molecules 2025 dataset | ωB97M-V/def2-TZVPD
C -1.893 1.215 -0.176
C -1.846 -0.833 -0.715
C -0.660 0.672 0.061
C 2.469 -0.433 0.625
N -0.642 -0.617 -0.332
O -2.659 0.168 -0.538
S 2.072 1.346 0.058
H -2.225 2.287 -0.039
H -2.367 -1.712 -1.039
H 2.792 -1.007 -0.215
H 1.588 -0.839 1.167
H 3.372 -0.247 1.143
```

## Properties
ΔE to the lowest compared entry with this formula, charge and spin = 116.54 kcal/mol
E_HOMO (alpha / beta) = -8.91 / -8.90 eV
charge = 0
maximum force = 3.57 eV/Å